A structure of composition C4H9NO at a distorted geometry. Source: the Open Molecules 2025 dataset; level of theory: wB97M-V/def2-TZVPD.

The energy above the lowest of the compared OMol25 structures with the same formula, charge and spin is 103.8 kcal/mol. The value obtained for the max |F| is 1.884 eV/Å. The calculation puts the total energy at -7827.8190 eV. For the HOMO-LUMO gap, the calculation gives 9.540 eV.

Each line ends with the natural charge from an NBO analysis.
CARTESIAN COORDINATES (ANGSTROEM)
C 2.029 -0.081 0.111  -0.61
C 0.609 0.268 -0.326  -0.29
N -0.420 0.236 0.713  -0.45
C -1.365 -1.235 -0.189  -0.38
C -1.333 1.298 0.639  0.51
O -1.413 2.130 -0.241  -0.58
H 2.608 -0.360 -0.780  0.21
H 2.033 -0.941 0.789  0.21
H 2.546 0.747 0.603  0.21
H 0.310 -0.534 -1.013  0.20
H 0.551 1.175 -0.934  0.23
H -0.473 -1.716 0.142  0.21
H -1.511 -0.533 -0.989  0.20
H -2.190 -1.979 -0.211  0.21
H -2.013 1.296 1.505  0.12